Entry 1:
Formula: C17H32NO8S2
Source: the Open Molecules 2025 dataset
Level of theory: ωB97M-V/def2-TZVPD

Properties
**LUMO energy**: 2.029 eV
**HOMO level**: -5.41 eV
**Frontier orbital gap**: 7.44 eV
**Net charge**: -1

CARTESIAN COORDINATES (ANGSTROEM)
H 0.6407 -4.2818 -1.8577
H -2.1251 -0.4054 1.9730
O -1.6380 -2.9738 1.4002
C -2.5229 7.1641 0.3168
H -2.3931 3.1564 -0.4180
S -0.8121 -2.1812 0.5106
C -2.3730 2.0647 -0.4505
H -1.2667 1.6897 1.3563
C 1.2104 -5.3724 -3.6859
O 1.6693 -3.3610 1.7925
O 2.5858 -3.9415 -2.4357
C 5.3149 -0.8802 0.5462
H -3.5710 -0.2177 1.0063
C -4.6424 6.6566 1.2279
H -3.3142 3.2470 1.6509
H -4.2939 8.4530 0.0246
C 4.2437 -1.8788 1.0057
H 2.5192 -1.3902 -0.2070
C 4.2886 -3.1722 0.1891
H 3.8630 -3.0089 -0.7976
H -4.2747 1.7835 1.6770
C -2.2680 1.4892 0.9622
N 0.2747 -1.3013 1.2598
C 2.8552 -1.2392 0.8202
H 1.4255 -5.0772 -4.7154
H -1.1870 -0.2616 -0.7455
H 3.7277 -3.9636 0.6816
C -3.2769 2.1845 1.8887
H 2.0787 -6.8137 -2.2964
O -0.3101 -2.8728 -0.6720
H -3.0294 2.0434 2.9405
H 6.2276 -1.3951 0.2351
O -3.7054 5.6814 1.7056
H 5.3177 -3.5106 0.0368
H 2.8793 -0.1718 1.0513
H -5.2058 6.2154 0.4023
C -1.8336 -0.8531 -0.1004
C 2.3845 -6.1684 -3.1226
C -3.8007 7.8490 0.7835
H -1.6164 7.7442 0.4656
H 5.5756 -0.1803 1.3439
H -2.5717 -1.3490 -0.7345
H 0.8449 -3.2375 -3.2674
O 1.8375 -1.3439 3.2004
C -2.4764 5.9046 1.1651
S 1.5939 -1.9175 1.8943
H -3.5860 8.4881 1.6412
H 2.9283 -6.7636 -3.8522
C 3.2867 -5.0893 -2.5490
C 1.2043 -4.1400 -2.7804
H -1.5174 1.7845 -1.0671
O 4.4268 -5.1635 -2.1870
O -1.5518 5.1732 1.3404
H -3.2725 1.6979 -0.9579
H -5.3281 6.8883 2.0397
C -2.4916 -0.0318 1.0146
H 4.9595 -0.2964 -0.3085
H -2.5753 6.8560 -0.7296
H 0.2614 -5.9048 -3.6755
H 4.4059 -2.1035 2.0638

Cartesian forces (eV/Å) of the 6 atoms listed first:
0.1 0.0 -0.2
-0.1 0.0 0.0
0.1 0.0 -0.1
-0.1 0.1 0.1
-0.1 0.0 0.0
0.0 0.2 0.1

Entry 2:
Formula: C17H33AsF5N4O3P2RbS4Sb
Source: the Open Molecules 2025 dataset
Level of theory: ωB97M-V/def2-TZVPD

Properties
**LUMO energy (spin up / spin down)**: 3.225 / 3.224 eV
**HOMO level (spin up / spin down)**: -0.99 / -1.82 eV
**Frontier orbital gap (spin up / spin down)**: 4.21 / 5.05 eV
**2S+1**: 2
**Net charge**: -2
**Energy above the lowest of the compared OMol25 structures with the same formula, charge and spin**: 94.3 kJ/mol

CARTESIAN COORDINATES (ANGSTROEM)
C -0.5462 -2.0340 1.9643
C 0.3159 -1.1700 -4.7512
H -4.7029 0.5728 1.8111
H -1.3834 -1.7833 -0.6100
C 4.1277 -1.8857 0.0010
As -3.4913 0.6030 -0.4344
C -4.4404 -1.1623 -0.4049
Rb -0.3605 1.1140 -1.2157
H -1.4725 -1.4773 1.7987
S -2.0810 3.5708 -0.5699
H -5.3673 -1.1005 0.1697
C -5.0394 1.5878 -1.1069
F 1.1291 -4.5001 -5.9569
N 0.2286 -2.1337 0.7342
H -0.7996 -3.0392 2.3192
C 2.9414 -3.1717 1.6898
H 1.9453 -3.3871 2.0722
C 2.0618 1.3960 4.2514
H 3.5296 -2.6919 2.4839
H 3.8062 2.2900 0.2391
H 1.9465 1.0828 5.2910
H -4.6847 -1.4611 -1.4271
S -4.7887 4.8540 1.9307
H 0.4042 3.5969 1.3247
H 2.8903 0.8366 3.8134
H 4.7197 -2.7517 -0.3054
H -4.8435 2.6465 -0.9493
C 0.5814 -2.5212 -4.7550
H 3.6970 1.0285 1.4698
H -2.9327 0.5237 2.0437
S -1.0509 5.4318 2.7441
H -3.7322 2.0379 1.6116
F 0.5591 -3.2218 -3.6046
O -0.3753 0.8563 1.2241
H -1.2402 1.2808 3.5329
F 1.1341 -3.0662 -8.2738
Sb -2.6631 5.2171 1.0430
S 0.0539 1.3087 -5.8756
N 0.8391 1.0788 3.5362
H 0.0580 -2.5391 -1.3224
H 3.4295 -4.1157 1.4306
P 1.5832 -1.2363 0.4156
C 0.3328 -0.3637 -5.9089
O 1.8430 -0.3306 1.7337
F 0.6475 -0.4397 -8.2652
F 0.0276 -0.6067 -3.5668
P 0.9218 1.0376 1.8750
N 2.8392 -2.3411 0.5062
H -0.4307 2.6436 4.2793
H 4.6959 -1.3287 0.7601
O 1.6373 -0.4800 -0.8378
C -3.7446 0.9610 1.4612
C -0.3986 1.5610 4.1620
C 1.4266 3.4939 0.9585
H 2.0316 4.2124 1.5175
H 1.4442 3.7579 -0.1023
C 0.8661 -3.1765 -5.9393
H -5.9411 1.3019 -0.5624
H 3.8075 2.7286 1.9579
N 1.9399 2.1333 1.1637
H -5.1773 1.4076 -2.1740
C 3.3855 2.0394 1.2172
H -3.8104 -1.9401 0.0345
H 0.0162 -1.5234 2.7423
H -0.5043 1.0760 5.1380
H -1.0105 -3.4890 -0.2777
H 2.2968 2.4670 4.2414
C -0.5732 -2.5003 -0.4353
C 0.6160 -1.0853 -7.0915
H 3.9590 -1.2421 -0.8598
C 0.8709 -2.4386 -7.1106

Cartesian forces (eV/Å) of the 6 atoms listed first:
0.0 -0.1 0.0
0.0 0.1 -0.4
0.0 0.0 -0.1
0.0 0.0 0.1
-0.1 -0.1 0.0
-0.7 -0.5 0.0

Entry 3:
Formula: C17H33B2BrN3O7Zn
Source: the Open Molecules 2025 dataset
Level of theory: ωB97M-V/def2-TZVPD

Properties
**LUMO energy**: -8.182 eV
**HOMO level**: -10.80 eV
**Frontier orbital gap**: 2.62 eV
**Net charge**: +1

CARTESIAN COORDINATES (ANGSTROEM)
N -1.2068 0.9544 -1.0968
C 0.4426 -0.4296 0.0884
C 2.7430 -0.0906 1.4047
H -0.0327 -2.0115 2.2593
H -6.9868 0.2180 -0.6154
H -6.1496 0.6920 1.3095
H 3.8990 -0.2056 -1.6576
H -5.9546 1.4407 -1.3504
C -1.9077 -0.1812 0.9845
H -2.4847 1.8236 0.3868
H -2.7953 -0.8134 1.1594
H -4.5080 1.4099 1.3243
H 2.2395 1.9117 2.2663
C 1.0343 1.4114 -1.7590
H 1.3890 -1.7365 -2.8458
H 4.9070 1.3626 0.9709
C 1.9334 -3.6626 -0.8069
O -1.0126 -3.3799 0.7261
H -4.7640 -0.2593 1.8188
C 0.2739 2.1992 0.4908
H 3.2841 -0.8944 1.9358
H -3.6875 1.6403 -2.4150
H 3.2147 -0.0366 0.4171
Br 3.0204 3.3452 -2.4200
H 3.2089 0.8480 3.2718
H 1.5437 -1.7502 3.0786
O -3.6708 0.6777 -2.2942
C 3.0758 1.2007 2.2335
Zn -0.6001 -3.3616 3.3562
C 3.4510 0.5555 -2.3110
H 1.0449 -3.9103 -1.4042
C -2.3233 0.8548 -0.1139
O -0.3657 2.2138 1.5787
B -3.6858 0.4824 -0.8918
H -6.0819 -0.2114 -2.0589
O -1.9735 -2.4159 -0.9099
C -1.2560 -2.3337 0.0706
H 0.7830 0.2427 2.1790
H 1.8072 -4.1510 0.1737
C -5.0949 0.5052 1.0907
C 0.1870 1.0116 -0.4909
H -1.1951 0.1871 -1.7865
H -1.3593 1.7971 -1.6580
H 5.0809 1.8878 2.6707
O 0.9095 3.2167 0.1982
C 2.5559 1.5941 -1.5786
N -0.8661 -1.0336 0.4584
H -1.6710 0.2639 1.9584
H 2.7937 -4.1633 -1.2774
H 0.6421 2.4118 -2.0098
C 1.2370 -0.4420 1.4398
H 2.7956 1.7580 -0.5262
N -4.8625 -0.0477 -0.2734
H 4.2231 2.9302 1.5309
O 0.6284 -1.5477 -2.2758
C 4.4081 1.8820 1.8004
C 1.0591 -1.8219 2.0801
C -6.0259 0.3617 -1.1267
O 2.2102 -2.2581 -0.7014
H 0.7620 0.8273 -2.6549
H 4.2170 1.0577 -2.9107
H 2.8085 0.0459 -3.0527
B 1.1268 -1.4450 -0.9933
H 1.5817 -2.6280 1.5551

Cartesian forces (eV/Å) of the 6 atoms listed first:
0.1 0.5 0.3
-0.4 -0.7 0.6
0.3 0.6 0.8
0.3 0.6 -0.7
0.4 -0.2 0.1
0.2 0.0 -0.3

Entry 4:
Formula: C17H33CaN6O4Te
Source: the Open Molecules 2025 dataset
Level of theory: ωB97M-V/def2-TZVPD

Properties
**LUMO energy**: -2.473 eV
**HOMO level**: -11.15 eV
**Frontier orbital gap**: 8.68 eV
**Net charge**: +1

CARTESIAN COORDINATES (ANGSTROEM)
C -0.6595 -1.5090 2.2902
C 0.7481 -2.0095 1.9707
H 2.5571 -1.7648 -0.8809
O -5.5887 -1.6292 -0.3352
H 3.0807 1.4751 -0.2584
H -1.5275 2.4694 3.6525
C -0.2916 0.7907 3.1183
H 2.0329 2.3451 2.3110
H -1.3840 -2.0243 1.6540
H -1.8300 0.1146 1.9153
H -1.2598 -3.7812 -3.1062
H 4.0119 -1.5621 1.7200
C 2.5206 -1.9146 0.1997
O -1.6799 0.4526 -1.0674
H 0.5240 -2.2158 -0.0481
N -0.0807 2.7542 0.5515
H -1.2852 3.9375 1.8327
H -1.5181 0.3443 -3.6346
C 2.5040 0.9068 -4.1965
H 3.2273 3.1783 1.3377
C -2.6048 -0.3386 -0.7030
N -1.5781 -2.0920 -2.0196
H 1.4766 -1.5492 2.6410
C -3.2463 -3.5230 -2.4390
H 4.4003 -0.9052 0.1656
H 3.4660 0.7063 -3.7291
O -3.3543 -0.1641 0.2688
H 4.1506 0.7851 1.8357
H 2.5793 0.2152 2.3297
C -0.6369 0.6012 -4.2153
C -2.6946 -1.6263 -1.4673
H -4.8272 -1.0932 -0.0078
N 2.5244 1.3083 0.5761
H -0.5604 3.0509 -0.2911
Ca 0.2587 0.4731 -0.0601
C 3.5784 -1.0190 0.8771
C -1.0551 2.8815 1.6545
H 0.7879 -3.0878 2.1584
H 0.1468 2.8641 3.4467
H -0.8943 -1.7779 3.3264
C -5.2198 -2.4954 -1.2728
H 1.5112 3.7545 -0.3414
H 0.7960 0.6844 3.1042
H -1.9715 2.4112 1.2905
C 3.2193 0.3491 1.4562
Te 1.0240 -0.2918 -3.2382
N -1.9439 -3.2440 -2.6003
H 1.1188 4.3724 1.2540
H 2.5605 0.6443 -5.2487
C 1.2077 3.4532 0.6640
H -0.7090 0.2141 -5.2266
N 1.1211 -1.6839 0.5860
H 2.2585 1.9600 -4.0874
N -0.8365 -0.0641 2.0589
H -0.5001 1.6793 -4.2264
C -0.6669 2.2821 3.0073
C -3.7818 -2.5070 -1.6789
H -3.7162 -4.3982 -2.8544
H 2.8128 -2.9554 0.3755
O -5.9985 -3.2558 -1.7825
C 2.3052 2.5910 1.2833
H -0.6094 0.4329 4.1043

Cartesian forces (eV/Å) of the 6 atoms listed first:
0.0 0.0 0.1
0.0 0.0 0.0
0.0 0.0 0.0
0.2 0.1 0.1
0.1 0.0 0.0
0.0 0.0 0.0